Formula: C44H50BrF2N2NdO2Se
Source: the Open Molecules 2025 dataset
Level of theory: the ωB97M-V functional and the def2-TZVPD basis

```
103
Properties=species:S:1:pos:R:3:forces:R:3:mulliken_charge:R:1
Nd 1.5951 1.1654 1.6541 -1.1766 -0.2389 -2.0349 0.84
C 1.5987 -6.4036 -2.3804 -1.2127 0.3341 2.2850 -1.79
C 0.3752 -5.4507 -2.0565 1.6632 -0.4249 1.2723 2.40
C -0.5889 -6.1489 -1.0703 -1.5648 0.3466 -0.5694 -1.78
C -0.3011 -5.0879 -3.3431 -0.4748 0.2024 -1.5282 -1.63
C 0.9049 -4.1328 -1.4135 -0.4276 -0.2416 0.3861 -1.10
C 0.2361 -3.5742 -0.3443 0.1902 1.9624 -0.3424 -0.72
C 0.5617 -2.2619 0.1485 0.2017 -1.5993 -0.2572 -0.95
Se -0.4590 -1.6207 1.6797 0.2807 -0.0291 -0.3397 -0.04
C -1.9037 -0.6007 0.9340 -2.0830 -0.4860 0.0827 -0.15
C -3.2006 -1.2001 0.7162 2.1709 -0.1535 0.5918 0.07
C -4.2109 -0.4349 0.2104 -1.7162 -1.3890 -0.8089 0.02
C -4.0268 0.9224 0.0188 -0.5968 0.5588 0.2420 -0.84
C -2.8896 1.6003 0.4139 -0.0573 -0.4925 -0.5242 -0.05
C -1.7512 0.7841 0.7774 0.6861 0.6866 -0.5400 -0.16
O -0.5208 1.2796 0.8544 0.0353 0.6284 0.7307 0.07
C -2.9917 3.1240 0.2374 1.0016 0.4438 0.7166 2.55
C -2.8005 3.5427 -1.2453 0.2406 0.3410 1.0842 -1.80
C -1.9414 3.9098 1.0753 -0.1283 -0.1892 -0.9221 -1.85
C -4.3504 3.6298 0.7636 -1.1779 0.6321 -1.1213 -1.90
C -5.5877 -1.0900 -0.2232 0.8620 1.3583 -0.0766 1.90
C -5.7947 -0.8357 -1.7652 -1.1632 0.3768 0.9347 -1.63
C -6.7090 -0.4211 0.5791 -0.7136 -0.8483 -1.3096 -1.68
C -5.6127 -2.5793 0.0497 -0.9130 -1.1156 -0.2884 -2.06
C 1.7012 -1.5769 -0.3214 -0.0645 -0.1732 -0.7826 1.06
O 2.0498 -0.4217 0.2490 0.5408 -0.2810 -0.1543 -0.22
C 2.4056 -2.1602 -1.4683 -1.0034 -0.9333 0.2747 -0.02
C 1.9733 -3.4020 -1.9359 0.2409 -0.2905 0.5396 0.00
C 3.5235 -1.5142 -2.2754 0.2716 0.4823 0.7393 2.34
C 4.7687 -1.3716 -1.3626 -0.1070 0.5946 -0.2141 -1.68
C 2.9810 -0.1165 -2.6688 -0.0397 0.0223 -0.8494 -1.48
C 4.0014 -2.3172 -3.5097 -1.2255 -0.0568 -0.1398 -2.13
H 1.2217 -7.3984 -2.5754 0.0578 -0.2396 -0.4599 0.45
H 2.2912 -6.4767 -1.5298 -0.3428 -0.0337 0.0696 0.35
H 2.1768 -6.0004 -3.1541 0.6524 0.3371 -1.4777 0.44
H -0.7343 -7.2149 -1.3493 -0.1309 0.7053 0.0321 0.39
H -1.6125 -5.6067 -1.0156 1.4932 -1.0173 -0.4204 0.24
H -0.2464 -6.1181 -0.0502 0.4916 -0.1510 0.3517 0.45
H -1.1781 -5.6767 -3.6405 0.0379 -0.0220 0.5005 0.41
H 0.3554 -5.1703 -4.2167 0.2255 0.0352 0.2184 0.36
H -0.5668 -4.0428 -3.2973 -0.5396 0.2933 -0.1295 0.32
H -0.6549 -4.0528 -0.0090 -0.3547 -0.0342 0.6014 0.42
H -3.3430 -2.2701 0.9447 0.2360 0.7157 -0.2592 0.29
H -4.8780 1.5040 -0.3939 0.7580 -0.5355 0.3227 0.06
H -1.9911 3.0758 -1.7647 0.7982 -0.5477 0.1223 0.24
H -2.5784 4.6012 -1.2396 -0.1378 0.4333 -0.2517 0.50
H -3.6437 3.3603 -1.8605 -1.1783 -0.1638 -0.4010 0.38
H -0.9408 3.5746 0.8469 0.2974 0.0613 -0.2009 0.22
H -2.0953 3.7381 2.1280 -0.2159 0.1047 0.5547 0.21
H -2.0431 4.9801 0.8246 0.0739 -0.3752 0.3669 0.55
H -5.1720 3.3378 0.0771 0.3445 0.1012 0.4085 0.43
H -4.4266 4.7343 0.7854 0.4712 -0.3495 -0.1638 0.43
H -4.6613 3.3234 1.7592 0.4287 -0.4421 0.1424 0.38
H -6.0079 0.2266 -2.0371 -0.0130 -0.6943 0.5386 0.29
H -6.6509 -1.4575 -2.0806 0.2462 0.3315 -0.0821 0.46
H -4.9447 -1.0938 -2.3526 0.8124 -0.5080 -0.2789 0.36
H -6.7320 0.6391 0.4503 0.1285 0.7856 0.0122 0.36
H -6.6132 -0.6670 1.6117 0.0258 -0.1032 0.8817 0.39
H -7.6845 -0.7960 0.2059 0.3567 0.0909 0.2954 0.43
H -4.9231 -3.0689 -0.6286 0.2764 -0.2902 -0.0247 0.45
H -6.6150 -3.0556 -0.1489 0.7264 0.7692 -0.0323 0.36
H -5.3843 -2.9045 1.0738 0.1455 0.4764 -0.1457 0.36
H 2.5720 -3.9123 -2.6792 -0.1782 0.2933 -0.2011 0.43
H 4.5226 -0.6970 -0.5490 0.0202 -0.0840 0.3564 0.18
H 5.5207 -0.8700 -1.9500 0.5474 0.3050 -0.2288 0.51
H 5.2473 -2.2876 -0.9772 -0.6727 0.0807 -0.2071 0.32
H 2.9239 0.5302 -1.7865 -0.3187 -0.1517 -0.2535 0.17
H 1.9817 -0.2063 -3.1839 0.8484 0.0708 0.7450 0.30
H 3.6338 0.3830 -3.4027 0.0453 -0.1809 0.2232 0.45
H 4.5743 -3.1599 -3.1161 -0.3140 -0.3928 -0.3539 0.48
H 4.7409 -1.7244 -4.0625 -0.4381 0.0765 -0.0631 0.42
H 3.1201 -2.6510 -4.1779 1.6385 0.5403 0.8644 0.30
F 0.5539 4.1965 -3.2475 -0.8488 0.1409 -0.1662 -0.35
C 1.2773 4.1565 -2.1254 0.4031 -1.5371 0.1915 0.24
C 1.1148 3.0904 -1.2141 -0.8297 0.7147 -1.4558 -0.24
C 1.9710 2.9474 -0.1543 0.1513 -0.9604 0.8255 -0.13
C 3.1153 3.7639 -0.1037 -1.0888 -0.5967 -0.3509 0.29
C 3.2337 4.7625 -1.0342 -0.5705 1.3020 -0.0471 0.58
F 4.2351 5.6514 -0.8683 0.3534 0.7099 -0.5202 -0.39
C 2.2940 5.0588 -2.0226 1.0245 0.3148 0.5135 -1.10
C 4.1291 3.4521 0.8751 0.8742 -0.7045 0.5078 0.32
C 5.4656 3.8610 0.6685 0.4316 0.1755 0.9277 -0.92
C 6.4446 3.6092 1.6353 -0.7167 -0.2489 0.2325 -0.32
C 6.0381 2.9596 2.8303 -0.3874 0.1767 -0.2432 -0.81
C 4.7089 2.5190 2.9167 0.4696 0.1831 -1.5612 -0.10
N 3.7713 2.6465 1.9204 1.5387 1.1082 0.8767 0.08
H 0.3187 2.3707 -1.4459 0.1593 0.3329 0.4004 0.51
H 2.3984 5.9258 -2.6776 0.0518 -0.4221 0.1770 0.46
H 5.6694 4.4668 -0.2134 0.2437 -0.5374 0.4048 0.47
H 7.4875 3.9276 1.4768 -0.6520 -0.1861 0.1427 0.40
H 6.7146 2.8056 3.6912 -0.4458 0.0751 -0.7307 0.36
H 4.4001 1.9760 3.7855 -0.2200 -0.2873 0.3942 0.38
Br 2.6485 -0.8005 3.9659 -0.8744 1.1070 0.4677 -0.15
C 1.2855 0.3923 4.7738 -1.0110 0.8343 0.8237 0.56
C 1.2094 0.4724 6.1793 0.5406 -0.1977 -0.6891 -0.69
C 0.0799 1.0756 6.7215 0.0994 0.0981 -0.3650 -0.20
C -0.8835 1.6789 5.8987 0.0451 -0.3883 0.9989 -0.79
C -0.6556 1.7027 4.5469 0.6139 0.1858 -1.0834 -0.12
N 0.4321 1.0792 4.0119 0.3965 -0.8783 0.1539 0.05
H 2.0787 0.1320 6.7465 -0.6694 -0.2041 0.1245 0.42
H -0.0849 1.1025 7.7910 0.2503 -0.0259 0.0170 0.39
H -1.7595 2.1037 6.4016 0.2957 -0.0353 -0.6425 0.40
H -1.2882 2.2500 3.8142 0.4823 -0.5678 0.6258 0.28
```
Positions in Å, forces in eV/Å.

Multiplicity = 4
HOMO (alpha / beta) = -7.2 / -7.2 eV
Strongest force on any atom = 2.6 eV/A
E_tot = -7703.2474 a.u.
E_LUMO (alpha / beta) = -0.67 / -0.67 eV
Relative energy (zero: lowest compared OMol25 entry of this formula, charge and spin) = 0.0 kcal per mole